[1]
Below is a 13-piece molecular cluster, C31H93N5O13 overall at a distorted geometry, with properties calculated with ωB97M-V/def2-TZVPD.

Summary:
- HOMO-LUMO gap: 8.9 eV
- Total charge: 0
- E_LUMO: 0.06 eV
- Multiplicity: 1
- Energy relative to the best compared isomer or geometry (same formula, charge and spin): 116.9 kcal/mol
- HOMO level: -0.326 Eh

Cartesian coordinates (Å):
C -10.20 8.03 14.13
C -10.37 13.01 23.05
O -4.84 16.92 16.97
H -14.30 11.98 14.00
H -11.24 8.97 12.60
N -14.31 14.69 20.95
H -15.13 5.07 12.64
C -2.25 11.22 11.90
H -14.58 5.02 20.10
H -13.97 12.78 21.66
H -1.08 6.76 18.73
H -12.04 9.71 15.48
H -13.25 18.89 12.65
H -3.95 11.87 12.56
H -12.87 8.70 14.23
H -14.57 2.22 12.09
H -20.87 11.89 18.41
H -18.16 16.09 16.29
H -5.89 15.51 14.73
O -11.97 19.88 14.09
O -14.86 5.04 19.18
O -6.24 9.47 8.93
H -13.16 14.20 23.43
H -10.90 7.20 14.04
H -1.46 11.98 11.93
H -7.79 14.63 16.91
C -19.14 16.56 16.39
H -18.11 17.84 17.70
C -14.35 6.28 18.81
H -9.32 7.73 13.57
H -7.82 14.31 9.93
H -4.95 18.73 15.99
N -8.99 21.95 13.52
H -14.97 6.69 18.01
H -2.01 10.63 11.02
H -18.98 10.12 18.45
C -7.48 15.27 16.08
H -11.93 17.98 13.51
O -20.08 15.51 16.61
H -11.73 1.43 12.73
H -8.07 14.61 8.30
H -19.86 18.29 17.46
H -18.34 11.88 18.87
H -13.30 6.29 18.52
H -4.26 5.23 18.44
H -9.06 21.80 12.53
H -11.12 2.53 9.58
H -5.23 7.78 8.25
C -8.63 14.32 9.19
O -11.78 12.83 22.88
H -6.58 13.23 15.12
N -9.96 10.28 13.39
H -20.34 8.81 14.36
H -5.63 12.97 16.30
H -13.23 1.77 10.02
H -10.04 13.50 23.96
H -12.04 3.75 9.93
C -10.84 20.38 13.45
C -10.32 21.71 14.20
C -10.92 9.23 13.61
C -12.59 13.98 22.53
C -10.92 23.04 14.12
H -2.20 10.43 12.65
C -19.14 17.49 17.62
H -10.14 19.54 13.40
H -10.97 23.40 13.09
C -15.54 4.56 11.76
H -5.86 7.56 9.87
C -2.93 6.97 18.36
H -3.52 17.99 15.61
H -19.28 17.07 15.44
O -21.20 11.35 19.13
H -13.24 12.87 19.29
H -13.96 15.62 20.76
O -12.76 10.71 13.91
H -13.45 3.29 12.70
C -13.39 13.63 21.30
C -6.02 8.09 8.94
H -14.59 10.32 13.44
N -5.71 13.57 15.49
H -20.87 9.71 12.89
H -14.31 7.04 19.59
N -11.56 2.98 10.36
H -9.36 15.12 9.25
C -12.25 9.57 14.42
O -1.88 6.31 19.00
H -16.32 3.85 12.05
H -8.51 22.80 13.79
C -12.65 2.12 10.87
C -4.83 15.54 16.68
H -3.82 15.20 16.48
H -4.60 6.39 19.68
C -4.23 6.30 18.66
H -6.92 7.62 8.56
H -21.21 7.94 13.02
H -22.65 8.32 14.63
O -3.56 11.83 11.69
C -14.07 10.93 14.18
H -8.22 15.07 15.31
H -13.43 18.30 14.23
H -18.07 10.54 19.91
O -9.31 13.13 8.89
H -3.06 8.01 18.65
H -4.96 6.87 18.09
H -5.13 15.15 17.65
H -11.38 0.49 11.12
H -10.26 23.77 14.59
H -11.90 12.41 20.25
H -11.92 23.13 14.56
H -9.94 8.08 15.19
H -14.37 10.59 15.17
H -9.37 9.77 12.75
C -12.69 18.76 13.57
H -9.97 12.00 22.92
H -20.32 10.25 20.62
H -14.97 14.44 20.22
C -4.56 17.73 15.82
H -19.41 17.12 18.61
H -5.68 9.99 9.51
C -18.76 10.92 19.16
H -10.50 10.97 12.89
H -20.96 15.83 16.79
H -7.62 16.28 16.47
H -10.02 21.62 15.24
H -16.02 5.33 11.16
H -10.91 20.46 12.37
H -9.97 13.63 22.24
O -22.30 9.14 14.27
O -14.51 3.91 10.95
C -12.06 1.03 11.77
C -13.77 2.89 11.74
H -12.05 14.14 19.70
H -2.81 6.99 17.28
C -21.09 8.88 13.56
C -12.56 13.26 20.06
C -5.98 14.98 15.68
H -12.00 14.90 22.46
H -19.88 11.92 20.73
H -8.69 12.43 9.15
H -12.84 0.28 11.93
H -5.04 17.43 14.89
C -20.07 11.12 20.01

[2]
Below is C33H48Cl2N10O5PSTi as an isolated structure, with properties calculated with ωB97M-V/def2-TZVPD.

Summary:
- HOMO-LUMO gap (alpha / beta): 6.1 / 7.6 eV
- Expectation value of S²: 2.0033
- Total charge: +1
- E_LUMO (alpha / beta): -1.90 / -1.90 eV
- Multiplicity: 3
- Energy relative to the best compared isomer or geometry (same formula, charge and spin): 6.3 kcal/mol
- HOMO level (alpha / beta): -0.292 / -0.348 Eh

Cartesian coordinates (Å):
N 2.71 2.68 -2.64
C 1.65 -2.11 -2.75
C -1.05 -3.08 1.12
C -1.70 3.87 2.65
H 0.14 -5.78 -0.60
C -2.39 2.79 2.10
C -1.08 -2.25 -6.33
C 1.15 1.34 3.97
H 3.15 -0.09 -1.15
H -0.09 4.08 -3.09
H -0.43 -3.14 2.01
N 2.61 0.66 -1.53
H 1.35 4.71 -2.54
C -1.71 -0.95 -3.92
H 2.19 1.65 3.95
C -1.56 4.03 4.02
H 0.17 -0.22 -4.11
C -3.92 -1.03 4.12
C 1.94 -4.26 -1.63
H -6.70 -2.73 5.02
C -5.79 -0.32 2.84
C -2.95 1.83 2.96
H 3.19 3.56 -2.58
C 0.39 -2.53 -0.82
C 5.48 2.57 -2.77
H -3.49 2.28 0.29
H -3.37 1.35 5.01
H 4.82 0.74 -0.06
C 1.38 2.75 -3.02
H -0.25 2.00 -3.58
N 0.69 1.70 -3.33
H 4.37 -0.75 2.68
C 3.35 -0.74 2.30
H -3.97 0.88 1.48
C -4.43 -0.17 3.14
C 3.33 1.61 -2.02
H 3.27 -2.58 -1.43
C -4.73 -1.92 4.81
O 0.72 0.86 2.69
Ti 0.36 0.61 -1.38
H 2.12 -1.26 -3.23
N 4.67 1.71 -1.92
N 0.79 -1.62 -1.68
C -6.07 -2.03 4.49
Cl -6.49 0.67 1.59
H -1.88 -4.41 -0.35
H -4.29 -2.55 5.57
C -2.54 2.74 0.59
C 0.20 -4.87 0.00
H 6.35 2.02 -3.11
C 2.12 3.44 1.78
H -7.65 -1.31 3.21
C 2.69 -3.08 -2.21
N -0.49 -2.16 0.15
C -2.17 3.11 4.86
H 2.67 -1.01 3.12
O -1.20 0.78 0.22
H 3.04 3.18 2.31
C -2.63 -1.83 -4.54
H -2.12 3.23 5.94
C -2.87 2.03 4.34
H 0.51 2.17 4.26
H 1.32 3.64 2.50
N 0.92 4.02 -3.12
H -3.59 -1.98 -4.05
H -2.02 -2.69 1.43
H 5.82 3.47 -2.25
H -1.03 4.88 4.42
H -1.55 -5.18 1.21
C -1.18 -4.45 0.49
P 1.53 0.85 1.31
C 5.37 0.82 -1.00
Cl -2.23 -1.01 4.50
N 0.80 -3.83 -0.83
C -2.33 -2.46 -5.71
S -2.01 -0.13 -2.48
C -1.43 1.99 -0.10
C -0.20 -1.42 -5.72
N -3.64 0.73 2.42
H 3.38 -3.42 -2.98
H 0.78 -1.19 -6.10
H -2.56 3.75 0.20
H -3.05 -3.12 -6.16
H 3.25 -1.47 1.50
H 5.52 -0.17 -1.43
O 1.72 2.40 0.88
H -0.95 -1.27 0.03
H -0.82 -2.74 -7.26
H 4.93 2.86 -3.67
H -1.28 4.61 1.97
H 2.28 4.33 1.19
O -0.72 2.56 -0.97
O 3.08 0.59 1.82
H 6.34 1.25 -0.79
H 1.03 0.53 4.69
H 1.06 -2.63 -3.52
H 0.85 -5.08 0.85
N -0.53 -0.80 -4.57
H 2.59 -4.87 -0.99
H 1.58 -4.91 -2.43
C -6.60 -1.24 3.49

[3]
Below is C8H9IN2O3S as an isolated structure at a distorted geometry, with properties calculated with ωB97M-V/def2-TZVPD.

Summary:
- HOMO-LUMO gap (alpha / beta): 5.5 / 5.8 eV
- Expectation value of S²: 2.0124
- Total charge: 0
- E_LUMO (alpha / beta): -0.13 / -3.28 eV
- Multiplicity: 3
- HOMO level (alpha / beta): -0.206 / -0.333 Eh

Cartesian coordinates (Å):
S -0.97 -0.55 0.87
O 3.39 -3.29 0.11
O 1.02 -4.69 0.17
O 4.20 -1.18 0.07
C -1.03 -3.26 0.10
C -0.03 1.51 -0.79
H 2.58 2.44 0.29
C 0.36 0.60 0.32
C 1.64 -0.22 0.13
H -1.46 -3.74 -0.74
N 0.75 -2.32 -0.20
I 3.42 0.84 0.13
H -0.95 -1.55 -1.31
C 1.88 -1.50 -0.02
H 0.82 2.25 -0.83
H -1.46 -3.36 1.06
H -1.01 2.08 -0.38
H 1.01 0.67 2.25
H 0.05 2.08 2.02
C 3.27 -2.10 0.05
H -0.26 1.01 -1.74
N 0.71 1.34 1.54
C -0.67 -1.86 -0.30
C 0.45 -3.63 0.05

[4]
Below is C7H10N2 as an isolated structure at a distorted geometry, with properties calculated with ωB97M-V/def2-TZVPD.

Summary:
- HOMO-LUMO gap (alpha / beta): 7.7 / 7.7 eV
- Total charge: 0
- E_LUMO (alpha / beta): -0.59 / -0.59 eV
- Multiplicity: 1
- Energy relative to the best compared isomer or geometry (same formula, charge and spin): 203.4 kcal/mol
- HOMO level (alpha / beta): -0.305 / -0.305 Eh

Cartesian coordinates (Å):
H 2.19 -0.91 1.02
C -1.86 -2.31 -2.20
H 3.18 0.53 1.41
H -0.98 -0.47 2.00
N 0.87 1.78 1.80
C -0.03 1.46 -1.51
C -1.41 -1.31 -1.67
H -2.32 -0.19 0.82
H 0.49 2.40 -1.39
C 1.15 0.92 0.98
H -1.63 -1.80 1.05
H 2.68 0.18 -0.27
C -1.41 -0.74 1.03
H -0.05 2.21 1.83
N -0.39 -0.53 0.00
C -0.14 0.61 -0.52
C 2.38 0.13 0.77
H -0.44 1.16 -2.46
H -2.28 -3.15 -2.70

[5]
Below is an isolated ion of composition C3H7N4 and charge +1 at a distorted geometry, with properties calculated with ωB97M-V/def2-TZVPD.

Summary:
- HOMO-LUMO gap: 9.3 eV
- Total charge: +1
- E_LUMO: -4.52 eV
- Multiplicity: 1
- Energy relative to the best compared isomer or geometry (same formula, charge and spin): 95.5 kcal/mol
- HOMO level: -0.509 Eh

Cartesian coordinates (Å):
N -0.72 -1.92 0.11
C 0.03 -0.82 0.13
H -0.35 -2.79 0.26
N -0.10 0.44 -0.01
H -1.64 -2.08 -0.09
H -1.63 1.27 -1.14
N 2.14 0.49 -0.14
N 2.13 -0.78 0.00
C -1.44 1.18 -0.04
H -2.10 0.55 0.40
H -1.19 2.23 0.41
C 1.06 1.17 -0.23
H 1.16 2.26 -0.44
H 2.68 -1.20 0.78